{
  "formula": "C61H132F15N7O15S2",
  "method": "wB97M-V/def2-TZVPD",
  "homo_energy_ev": -10.56,
  "orbital_gap_ev": 7.76,
  "total_charge": 2,
  "lumo_ev": -2.80,
  "fmax_ev_per_a": 4.33,
  "elements": ["C", "N", "C", "C", "C", "C", "O", "H", "H", "H", "H", "H", "H", "H", "H", "H", "H", "H", "H", "H", "H", "C", "N", "C", "C", "C", "C", "O", "H", "H", "H", "H", "H", "H", "H", "H", "H", "H", "H", "H", "H", "H", "C", "N", "C", "C", "C", "C", "O", "H", "H", "H", "H", "H", "H", "H", "H", "H", "H", "H", "H", "H", "H", "C", "C", "C", "N", "C", "C", "C", "C", "C", "H", "H", "H", "H", "H", "H", "H", "H", "H", "H", "H", "H", "H", "H", "H", "H", "H", "H", "C", "C", "C", "N", "C", "C", "C", "C", "C", "H", "H", "H", "H", "H", "H", "H", "H", "H", "H", "H", "H", "H", "H", "H", "H", "H", "H", "C", "C", "C", "N", "C", "C", "C", "C", "C", "H", "H", "H", "H", "H", "H", "H", "H", "H", "H", "H", "H", "H", "H", "H", "H", "H", "H", "C", "C", "C", "N", "C", "C", "C", "C", "C", "H", "H", "H", "H", "H", "H", "H", "H", "H", "H", "H", "H", "H", "H", "H", "H", "H", "H", "C", "O", "O", "C", "F", "F", "F", "C", "C", "H", "H", "H", "H", "H", "H", "C", "O", "O", "C", "F", "F", "F", "C", "C", "H", "H", "H", "H", "H", "H", "C", "O", "O", "C", "F", "F", "F", "C", "C", "H", "H", "H", "H", "H", "H", "C", "F", "F", "F", "S", "O", "O", "O", "C", "F", "F", "F", "S", "O", "O", "O"],
  "positions_angstrom": [[15.1354, -18.4570, -11.3896], [14.1263, -19.4299, -11.0060], [12.8310, -18.9842, -11.4950], [14.3872, -20.8216, -11.5820], [13.9797, -19.5505, -9.4717], [15.2130, -20.0114, -8.6761], [15.7689, -21.2636, -9.0207], [16.1227, -18.7888, -10.9903], [14.9897, -17.5194, -10.8214], [15.1679, -18.3769, -12.4068], [12.1119, -19.7396, -11.2079], [12.8497, -18.9692, -12.6023], [12.6257, -17.9945, -11.1158], [14.0574, -20.9191, -12.5930], [13.9406, -21.5762, -10.9192], [15.4658, -21.0365, -11.5578], [13.2031, -20.2670, -9.2787], [13.6426, -18.5940, -9.0849], [14.8663, -20.0822, -7.6048], [16.0078, -19.2364, -8.6836], [15.1709, -22.0615, -8.9721], [11.4647, -26.6895, -3.3661], [11.4640, -25.8053, -4.5449], [11.9179, -24.4311, -4.1168], [12.4583, -26.2799, -5.5249], [10.0810, -25.5912, -5.0461], [9.5394, -26.6395, -6.0209], [9.3235, -27.8702, -5.3736], [10.8833, -26.2531, -2.5305], [12.4858, -26.8014, -3.1872], [11.0419, -27.6407, -3.6744], [12.9125, -24.4679, -3.7656], [11.2405, -24.0303, -3.3477], [11.9210, -23.8078, -5.0270], [12.4674, -25.6000, -6.3716], [12.2195, -27.2204, -5.9882], [13.5055, -26.3256, -5.1230], [10.0496, -24.6455, -5.5033], [9.4044, -25.4548, -4.1857], [10.2163, -26.7809, -6.9277], [8.6365, -26.2602, -6.4740], [8.9735, -28.3815, -6.0953], [18.3705, -21.9825, -6.3863], [19.5842, -21.9478, -7.3163], [19.4004, -20.7798, -8.2665], [20.7554, -21.6568, -6.4897], [19.6059, -23.1680, -8.1833], [19.6325, -24.5129, -7.5128], [20.8274, -24.5093, -6.6288], [18.2922, -23.0213, -6.0332], [17.5109, -21.7111, -7.0316], [18.4691, -21.2836, -5.5113], [18.7649, -21.1389, -9.0675], [20.3719, -20.5736, -8.7862], [19.1459, -19.8842, -7.7397], [21.6339, -21.9017, -7.1290], [20.8290, -22.3458, -5.6457], [20.6462, -20.6108, -6.2585], [20.5265, -23.0568, -8.7914], [18.6464, -23.2240, -8.7029], [19.6874, -25.2133, -8.3212], [18.7629, -24.6824, -6.9323], [20.6270, -25.1431, -5.9062], [5.1956, -22.5250, -9.1941], [5.4725, -21.5701, -7.9776], [4.2478, -20.7126, -7.7400], [4.6183, -19.5644, -6.8644], [5.2680, -20.0119, -5.6632], [5.4140, -18.5558, -7.6189], [5.3627, -17.3387, -6.8499], [4.0272, -17.4465, -6.0091], [3.3914, -18.7412, -6.4657], [4.1565, -23.0116, -9.2334], [5.9369, -23.2758, -9.1410], [5.2617, -21.8661, -10.1554], [6.3201, -20.9771, -8.1948], [5.7133, -22.1238, -7.0710], [3.5294, -21.2186, -7.1150], [3.9384, -20.3575, -8.7152], [5.3968, -19.1815, -4.9712], [6.3081, -20.4156, -5.9043], [4.7283, -20.8439, -5.1428], [6.3909, -18.9424, -7.7424], [5.0216, -18.4446, -8.6086], [6.2214, -17.2326, -6.1835], [5.3022, -16.4955, -7.5017], [4.3131, -17.3903, -4.9326], [3.3571, -16.6139, -6.2173], [2.8631, -19.2704, -5.6536], [2.7513, -18.6717, -7.3468], [11.0856, -27.2037, 1.7746], [12.0157, -26.0494, 2.3356], [13.5596, -26.0445, 2.0354], [13.9782, -25.4537, 0.7165], [13.6925, -23.9826, 0.7255], [13.2424, -26.1343, -0.4257], [14.0246, -27.3981, -0.7459], [15.4177, -27.1828, -0.1801], [15.4123, -25.7933, 0.4893], [10.8781, -27.3169, 0.7071], [10.0742, -27.0191, 2.2347], [11.3955, -28.1274, 2.1949], [11.8189, -26.1558, 3.4146], [11.5580, -25.0424, 2.0764], [14.0099, -27.0353, 2.2143], [14.1277, -25.4013, 2.7702], [13.8762, -23.5257, 1.7110], [12.5989, -23.9436, 0.5013], [14.2248, -23.5693, -0.1197], [13.4432, -25.5048, -1.2443], [12.1783, -26.2002, -0.3116], [14.1181, -27.4758, -1.8418], [13.5521, -28.2378, -0.2402], [16.2281, -27.1868, -0.9345], [15.7356, -27.8910, 0.6148], [15.6601, -24.9430, -0.1882], [16.0774, -25.6781, 1.4413], [13.8691, -28.5330, -8.5394], [13.7537, -29.7738, -7.6476], [14.6640, -29.5824, -6.3979], [14.3281, -30.4342, -5.2294], [13.1657, -29.8715, -4.3864], [15.5114, -30.6294, -4.3093], [15.0948, -31.8738, -3.4676], [14.0020, -32.6853, -4.2616], [13.8751, -31.8355, -5.6048], [13.2728, -28.4774, -9.4183], [14.9424, -28.3701, -8.7886], [13.4910, -27.6308, -8.0661], [14.0834, -30.7431, -8.1591], [12.7083, -29.8909, -7.2957], [14.8163, -28.5605, -5.9954], [15.7059, -29.9214, -6.6691], [12.3192, -29.9422, -5.0581], [13.4411, -28.8920, -3.9497], [12.9798, -30.6212, -3.6015], [15.8755, -29.6715, -3.8811], [16.2245, -30.9670, -5.0574], [14.7222, -31.5638, -2.4782], [15.9143, -32.5098, -3.2412], [13.0585, -32.8834, -3.7537], [14.3744, -33.7111, -4.3840], [12.7870, -31.8004, -5.7932], [14.5242, -32.1565, -6.4199], [14.6905, -14.2398, -4.6587], [13.4364, -14.9900, -4.1766], [13.6584, -16.4591, -4.6234], [12.9140, -17.4744, -3.7737], [11.4772, -17.1620, -3.7584], [13.0796, -18.8464, -4.3054], [12.5944, -19.7527, -3.1354], [12.9840, -18.9375, -1.8324], [13.4641, -17.5509, -2.3850], [15.5088, -14.7830, -4.1974], [14.7220, -13.1835, -4.3026], [14.7487, -14.2174, -5.7182], [12.5707, -14.4464, -4.6972], [13.4236, -14.9228, -3.0805], [14.6946, -16.7101, -4.5141], [13.2092, -16.6249, -5.6383], [11.0609, -18.0037, -3.2642], [11.1528, -17.0100, -4.8039], [11.3826, -16.3177, -3.1236], [12.4455, -19.0892, -5.1544], [14.1449, -18.9700, -4.5335], [11.5186, -19.9605, -3.2044], [13.1214, -20.6573, -3.1892], [12.1950, -18.7827, -1.2076], [13.7257, -19.4969, -1.2566], [12.9734, -16.8656, -1.6737], [14.5670, -17.4123, -2.4077], [17.0949, -19.2966, -4.3551], [17.7589, -20.3879, -3.6796], [15.9360, -18.9130, -3.8421], [18.0718, -18.0948, -4.3963], [19.3700, -18.5122, -4.4625], [17.8841, -17.3187, -5.5274], [17.9683, -17.3127, -3.3147], [18.3006, -20.1854, -2.3184], [18.1691, -21.5836, -1.8080], [18.5977, -21.6231, -0.7747], [17.0724, -21.7904, -1.7894], [18.6269, -22.2837, -2.4448], [17.6475, -19.5402, -1.6620], [19.3131, -19.8525, -2.4617], [17.1308, -19.5998, -5.3958], [16.3395, -26.4821, -4.1459], [16.2666, -25.0575, -4.4881], [15.1795, -27.1119, -4.2088], [17.2461, -27.0946, -5.1537], [18.4844, -26.6005, -5.1599], [17.3738, -28.4127, -5.0560], [16.8025, -26.9300, -6.5117], [15.5895, -24.2287, -3.5120], [14.9712, -23.0151, -4.2544], [14.2965, -22.3732, -3.5766], [15.8106, -22.3038, -4.5153], [14.3854, -23.4208, -5.0883], [16.3804, -23.8491, -2.8628], [14.7651, -24.6889, -2.9584], [16.9220, -26.7046, -3.2264], [10.7316, -22.7926, -1.0016], [10.7810, -23.1365, 0.3824], [11.6145, -23.4340, -1.7022], [9.3444, -23.2510, -1.3863], [9.1575, -22.9980, -2.6835], [9.1768, -24.5433, -1.1008], [8.3150, -22.5904, -0.7516], [11.0575, -22.1898, 1.3654], [10.4329, -22.6618, 2.7543], [11.0988, -22.7308, 3.6071], [9.5180, -22.1393, 3.1504], [9.9864, -23.6878, 2.6065], [10.6955, -21.2414, 1.2014], [12.1715, -22.1429, 1.5205], [10.8604, -21.6806, -1.2382], [12.2105, -23.1379, -8.5020], [11.3192, -23.6849, -7.7758], [11.6060, -22.4940, -9.5539], [12.9855, -22.2796, -7.8228], [13.4733, -24.4981, -9.0411], [14.2675, -23.6858, -9.9819], [14.1115, -24.9717, -7.8592], [12.7743, -25.5829, -9.6509], [9.7023, -18.0635, -8.6721], [10.2342, -16.9604, -8.0828], [8.6961, -17.7037, -9.4486], [10.6182, -18.5982, -9.5179], [9.1656, -19.2586, -7.3666], [8.7931, -20.4083, -8.1667], [10.4383, -19.3678, -6.6374], [8.0244, -18.7147, -6.5977]],
  "forces_ev_per_angstrom": [[1.965, 0.090, 3.855], [-0.111, -1.506, 1.095], [-0.721, -0.189, -1.411], [1.221, -0.329, 1.197], [0.957, -0.340, -0.031], [-0.382, -0.227, 1.128], [0.162, -0.295, -0.429], [-0.634, -0.093, -0.608], [-0.437, -0.228, -0.767], [0.044, 0.526, -2.621], [-0.412, 0.203, 0.222], [0.091, 0.150, 0.570], [-0.305, 0.087, 0.180], [-0.510, 0.305, -0.559], [-0.165, 0.268, -0.441], [-0.386, 0.314, 0.111], [-0.547, -0.290, -0.276], [0.037, 0.256, -0.130], [0.078, 0.445, -0.871], [-0.230, -0.627, -0.164], [0.239, 1.010, -0.101], [-1.492, -0.087, -0.144], [0.044, 0.987, 0.416], [-1.222, 0.432, -1.158], [0.929, 0.257, -1.189], [-1.048, -1.289, -0.200], [1.572, 0.688, -0.759], [0.111, 0.134, 0.028], [0.478, -0.061, -0.514], [1.648, -0.341, 1.007], [-0.119, -0.103, 0.088], [0.865, -0.313, 0.635], [0.497, -0.206, -0.263], [-0.055, -0.231, 0.329], [0.060, 0.313, 0.099], [-0.424, -0.743, 0.353], [-0.918, 0.067, 0.138], [0.187, 1.145, -0.980], [0.398, -0.464, -0.083], [-0.370, 0.289, 1.174], [-0.615, 0.333, 0.183], [-0.368, -1.043, -0.015], [-0.305, -0.027, -0.296], [-2.021, 0.871, 0.234], [1.871, -0.953, -1.071], [1.591, -1.220, -0.755], [0.524, -0.476, 0.138], [2.401, 1.300, 1.430], [-1.639, -1.054, -0.348], [-0.201, 0.575, 0.083], [0.244, -0.311, 0.604], [0.109, -0.593, -0.932], [-0.726, 0.528, 0.255], [-0.539, -0.318, 0.665], [-0.652, 0.289, 0.323], [-0.322, 0.652, 0.548], [-0.315, 0.461, -0.031], [0.487, 0.228, 0.540], [-0.823, -0.067, -0.135], [0.322, 0.658, -0.602], [0.226, -0.779, -0.264], [-0.905, -0.383, 0.476], [0.330, 0.447, -0.657], [-1.571, 2.036, -0.690], [-1.559, -1.687, -0.534], [1.315, -0.160, 0.741], [-1.977, 0.797, -1.258], [2.498, -1.679, 1.502], [0.498, -1.534, -0.840], [-0.863, 1.622, 1.976], [0.651, 1.048, 0.099], [0.392, -0.773, 0.847], [1.464, 0.728, 0.432], [0.736, -0.862, -0.576], [0.122, -1.455, 1.530], [0.984, 0.613, -0.381], [-0.043, -0.277, -0.139], [-0.723, -0.522, -0.586], [-0.740, 0.292, 0.183], [-0.010, -0.143, -0.102], [-1.408, 0.786, 0.296], [0.043, 0.836, -0.671], [0.909, -0.255, -0.001], [-0.819, -0.102, -0.491], [-0.106, 0.045, -0.210], [0.204, 0.686, -0.324], [-0.671, -0.308, -0.749], [0.052, 0.032, 0.116], [0.136, 0.111, -0.501], [0.126, 0.188, 0.093], [-0.867, 1.538, 0.719], [-0.797, 0.526, -0.808], [-0.369, 0.351, 1.837], [-0.978, -1.220, 1.446], [-1.562, -0.691, -0.153], [1.536, 0.119, -0.244], [-0.199, -0.214, 0.229], [1.741, 0.511, 1.054], [1.064, 1.495, -0.003], [0.463, 0.241, 0.108], [0.908, -0.081, -0.443], [0.442, -1.046, 0.154], [0.748, 0.242, -0.218], [0.686, -1.197, 0.120], [-0.286, 0.142, -0.714], [-0.942, -0.545, -0.492], [0.419, -0.332, -0.559], [0.889, 0.435, 0.048], [0.095, 0.446, 0.051], [-0.200, 1.265, -1.036], [-0.219, 0.126, 0.494], [-0.338, -0.462, 0.408], [0.012, -0.381, -0.478], [-0.571, -0.111, 0.253], [-0.471, 0.034, -0.692], [0.666, -1.008, 0.153], [-1.513, -0.252, -1.594], [1.104, 0.268, 0.588], [0.009, -0.387, 0.489], [1.545, -0.046, -0.822], [-1.759, -0.053, 1.718], [0.876, -0.671, -0.198], [-0.186, -1.352, -0.984], [-1.197, 0.967, 0.907], [1.653, 0.567, -0.766], [-0.565, -0.592, 1.732], [-0.296, -0.859, -1.025], [-0.783, 0.081, 0.000], [0.393, 0.098, 0.683], [-0.660, 1.402, 0.487], [0.369, -0.086, -0.348], [-0.518, -0.276, -0.365], [-0.953, 0.410, 0.062], [-0.330, 0.836, 0.081], [-0.168, -0.425, -0.635], [0.136, 0.537, -0.158], [-0.714, -0.709, 0.004], [0.715, 0.038, 0.361], [-0.027, -0.019, -0.335], [0.943, -0.358, -0.055], [-0.067, 0.788, 0.050], [0.093, 0.398, -0.647], [0.838, 0.044, -0.867], [-0.393, -0.241, 0.067], [-0.288, 0.631, 1.776], [-0.063, 0.665, -1.271], [-2.087, 0.333, -0.083], [0.533, 0.883, -0.480], [0.593, 0.077, -0.545], [-0.236, -1.611, 0.440], [0.158, 1.883, 0.343], [2.248, -0.853, -2.968], [0.111, -0.821, 1.723], [0.627, 0.271, -0.342], [-0.123, -0.781, -0.192], [0.266, -0.178, -0.992], [0.690, -1.239, 1.197], [-0.434, 0.068, -0.312], [0.577, -0.402, -0.380], [0.942, 0.159, 0.652], [-1.106, -0.506, 0.020], [-0.172, -0.182, 0.736], [-0.554, 1.030, 0.201], [-0.093, 0.773, -0.347], [-0.055, -0.186, 0.304], [0.312, 0.006, 0.049], [0.585, -1.318, 0.042], [-2.404, 0.303, 1.626], [0.229, 0.400, -0.254], [0.423, 0.548, -0.930], [-0.779, -0.312, -0.171], [-0.351, 1.314, 1.416], [0.130, 0.633, 0.347], [0.411, -0.369, -0.503], [0.377, 0.082, -0.063], [-0.012, 0.351, -0.240], [-0.023, -0.429, 0.953], [0.163, 0.145, -0.481], [-1.947, -0.484, -1.238], [-0.853, 0.645, 2.367], [-0.374, -0.350, -0.702], [0.810, -0.064, 0.204], [0.760, -0.937, -0.749], [0.828, -0.134, -1.087], [0.379, 0.404, 0.462], [-0.455, -0.655, -0.866], [-1.281, 0.004, -0.214], [-0.247, -0.579, 0.921], [-0.740, -0.241, 0.761], [0.139, 0.482, -4.294], [0.762, 0.413, 0.249], [0.006, -0.589, 0.710], [0.362, 0.075, 2.041], [0.367, 0.928, -0.972], [0.505, 0.923, 1.053], [0.862, -1.270, -0.796], [-1.000, -0.805, -0.324], [0.336, 0.527, -0.117], [-0.240, -0.121, 0.560], [0.415, -0.700, -0.027], [-0.089, 0.816, 0.619], [0.792, 1.157, -0.737], [-0.393, 0.058, 1.070], [0.945, -0.846, -0.019], [-0.971, 1.321, 0.917], [-0.385, -0.606, -0.804], [-0.238, -0.432, -0.622], [0.577, -0.283, -0.146], [1.217, -2.097, 2.784], [-1.660, -1.093, -0.556], [0.482, 0.111, -0.140], [0.989, 0.217, -0.829], [0.728, 0.789, 0.002], [-0.802, 2.207, -1.009], [-0.830, 0.331, -0.157], [-0.780, -0.464, 1.084], [2.799, -1.263, -2.938], [-2.105, -0.331, 1.897], [0.704, -0.287, 1.135], [-0.681, 0.877, 0.387], [-0.223, 0.739, -2.026], [0.054, 0.136, 0.930], [0.950, 0.903, 1.811], [-1.455, -0.282, -0.974], [0.001, 0.305, 0.341], [-0.148, -0.499, -0.642], [-0.621, 0.505, -0.144], [0.053, 0.175, 0.795], [0.746, -0.821, 1.144], [-0.074, 0.143, 0.070], [-1.247, 0.145, -0.354], [1.849, 0.050, -0.830]]
}